No. 1
The following is a quantum chemistry calculation of the molecule C5H11NO, from the OMol25 dataset.

```
18
C5H11NO | the OMol25 dataset | ωB97M-V/def2-TZVPD
C -2.119 0.629 -0.716
C -1.425 -0.448 0.115
N 0.003 -0.192 0.269
C 0.449 0.516 1.451
C 0.841 -0.655 -0.707
C 2.330 -0.423 -0.517
O 0.409 -1.235 -1.695
H -3.197 0.447 -0.773
H -1.714 0.623 -1.732
H -1.966 1.626 -0.286
H -1.537 -1.421 -0.371
H -1.866 -0.515 1.117
H 0.648 -0.162 2.293
H 1.355 1.090 1.246
H -0.324 1.225 1.761
H 2.843 -0.953 -1.319
H 2.688 -0.792 0.450
H 2.583 0.641 -0.584
```

Results
HOMO = -0.3359 hartree
SMILES string = CCN(C)C(C)=O
LUMO level = 0.866 eV

***

No. 2
The following is a quantum chemistry calculation of a cluster of 2 separate species, C5H8N2 in total, from the OMol25 dataset.

```
15
C5H8N2 | the OMol25 dataset | ωB97M-V/def2-TZVPD
C -2.033 -0.389 -1.702
N -0.976 -0.214 -0.715
C -0.549 -1.185 0.213
C 0.455 -0.693 1.009
C 0.548 0.658 0.428
C 1.370 1.659 0.786
N -0.365 0.898 -0.640
H -2.370 -1.426 -1.672
H -1.641 -0.146 -2.690
H -2.860 0.281 -1.462
H -1.051 -2.146 0.175
H 2.672 -0.987 2.149
H 3.385 -0.945 2.382
H 2.074 1.508 1.598
H 1.343 2.621 0.281
```

Results
HOMO = -0.2925 hartree
LUMO level = -1.121 eV

***

No. 3
The following is a quantum chemistry calculation of a structure of composition C21H29N5O3PRu, from the OMol25 dataset.

```
60
C21H29N5O3PRu | the OMol25 dataset | ωB97M-V/def2-TZVPD
Ru -1.007 -3.216 0.799
N -1.831 -3.863 2.633
C -2.350 -5.255 2.501
C -1.362 -6.037 1.668
N -1.160 -5.297 0.391
H -1.054 -3.861 3.293
H -2.557 -3.280 3.042
H -3.319 -5.205 2.003
H -2.499 -5.720 3.475
H -1.711 -7.054 1.493
H -0.399 -6.086 2.176
H -1.940 -5.495 -0.234
H -0.343 -5.666 -0.089
C 0.087 9.465 -3.320
O -0.695 8.818 -2.264
C -0.713 7.558 -2.080
C -1.553 7.109 -0.997
C -1.647 5.797 -0.739
C -0.905 4.824 -1.532
C -0.069 5.306 -2.632
C 0.027 6.619 -2.892
N -1.060 3.581 -1.198
N -0.429 2.687 -2.003
C -0.264 1.483 -1.567
C 0.218 0.568 -2.611
C 0.250 -0.762 -2.471
C -0.182 -1.353 -1.223
O -0.199 -2.579 -1.040
C -0.567 -0.465 -0.106
N -0.873 -1.118 1.033
C -1.116 -0.392 2.123
C -1.066 0.995 2.115
C -0.788 1.664 0.938
C -0.549 0.924 -0.224
H -0.115 10.521 -3.196
H -0.266 9.116 -4.287
H 1.142 9.252 -3.163
H -2.090 7.860 -0.434
H -2.276 5.418 0.055
H 0.453 4.579 -3.237
H 0.634 6.980 -3.709
H 0.498 1.039 -3.544
H 0.561 -1.424 -3.268
H -1.345 -0.936 3.029
H -1.250 1.538 3.031
H -0.748 2.740 0.925
C 3.191 -4.192 2.767
P 2.236 -3.646 1.365
C 2.506 -4.780 0.007
C 2.866 -2.049 0.848
O 0.761 -3.575 1.775
H 4.247 -4.255 2.502
H 2.847 -5.177 3.083
H 3.071 -3.491 3.593
H 3.557 -4.774 -0.286
H 1.901 -4.483 -0.850
H 2.245 -5.794 0.311
H 3.941 -2.110 0.671
H 2.678 -1.310 1.628
H 2.382 -1.740 -0.080
```

Results
HOMO = -0.6011 hartree
LUMO level = -10.469 eV
net charge = +3

***

No. 4
The following is a quantum chemistry calculation of a structure of composition C23H22CoIN5O3S, from the OMol25 dataset.

```
56
C23H22CoIN5O3S | the OMol25 dataset | ωB97M-V/def2-TZVPD
Co -0.386 -0.940 0.320
C -3.658 -0.433 -2.814
C -2.963 0.802 -2.331
N -3.131 1.927 -2.971
C -2.484 3.040 -2.546
C -1.670 3.068 -1.451
C -1.052 4.362 -1.012
O 0.371 4.228 -0.967
C -1.449 1.857 -0.743
C -0.737 1.870 0.495
N -0.381 0.835 1.187
C 0.029 1.050 2.543
C -0.096 2.268 3.227
C 0.344 2.395 4.537
C 0.885 1.317 5.223
C 0.964 0.079 4.587
C 0.536 0.015 3.292
I -1.911 -1.848 2.164
C -2.079 0.683 -1.198
O -1.918 -0.480 -0.681
H -4.437 -0.158 -3.521
H -4.075 -0.996 -1.980
H -2.942 -1.091 -3.315
H -2.661 3.939 -3.126
H -1.426 4.642 -0.019
H -1.349 5.147 -1.710
H 0.762 5.106 -0.962
H -0.519 2.852 0.899
H -0.572 3.124 2.768
H 0.235 3.349 5.034
H 1.211 1.427 6.249
H 1.326 -0.799 5.108
O -0.517 -2.654 -0.515
N -0.043 -2.760 -1.758
C -0.295 -3.932 -2.382
C 0.135 -4.159 -3.657
C 0.845 -3.147 -4.313
C 1.091 -1.967 -3.663
C 0.640 -1.751 -2.349
S 0.910 -0.295 -1.489
H -0.859 -4.628 -1.780
H -0.085 -5.103 -4.131
H 1.194 -3.292 -5.327
H 1.632 -1.161 -4.138
C 2.894 0.315 1.108
C 2.450 -1.071 1.413
N 1.267 -1.624 1.227
C 1.343 -2.922 1.692
C 2.586 -3.150 2.174
N 3.273 -1.968 1.992
H 2.100 0.876 0.626
H 3.754 0.300 0.437
H 3.167 0.829 2.031
H 0.490 -3.573 1.650
H 3.036 -4.019 2.617
H 4.227 -1.784 2.248
```

Results
2S+1 = 2
HOMO (spin up / spin down) = -0.2695 / -0.2703 hartree
LUMO level (spin up / spin down) = -0.218 / -0.228 eV

***

No. 5
The following is a quantum chemistry calculation of a cluster of 2 separate species, C5H8N6O3S in total in a non-equilibrium geometry, from the OMol25 dataset.

```
23
C5H8N6O3S | the OMol25 dataset | ωB97M-V/def2-TZVPD
C 2.750 -1.488 -0.286
C 3.212 -0.206 -0.036
C 1.035 -0.011 -0.012
C -0.429 0.387 0.060
C -3.167 1.834 0.047
N 2.169 0.667 0.066
N 1.354 -1.298 -0.319
N -3.791 -1.271 0.061
N -0.740 1.669 0.274
N 4.544 0.489 0.067
N -2.008 2.035 0.391
O -1.314 -0.445 -0.158
O 5.436 -0.245 -0.191
O 4.481 1.625 0.404
S -4.701 1.937 0.036
H 3.364 -2.341 -0.418
H 2.243 1.695 0.290
H 0.864 -2.114 -0.622
H -4.283 -0.781 -0.663
H -3.962 -2.231 -0.266
H -0.020 2.334 0.054
H -2.850 -1.167 0.237
H -4.189 -1.072 0.984
```

Results
HOMO = -0.5905 hartree
LUMO level = -8.300 eV
net charge = +2

***

No. 6
The following is a quantum chemistry calculation of a structure of composition C8H9N3 in a non-equilibrium geometry, from the OMol25 dataset.

```
20
C8H9N3 | the OMol25 dataset | ωB97M-V/def2-TZVPD
C 1.084 0.090 -3.039
C 0.662 0.283 -1.481
C 0.292 0.868 0.452
C 0.229 1.560 1.655
C -0.866 -0.197 2.585
C -0.966 -0.915 1.424
C -0.400 -0.409 0.348
C -0.499 -1.959 -1.652
H 1.843 0.982 -3.265
H 1.589 -0.750 -3.053
H 0.216 -0.257 -3.602
H 1.128 2.443 1.659
H -1.671 -0.489 3.572
H -1.610 -1.725 1.084
H -1.352 -2.414 -0.636
H -1.030 -1.713 -2.514
H 0.538 -2.698 -2.221
N 0.970 1.231 -0.673
N -0.346 1.050 2.710
N -0.177 -0.754 -1.005
```

Results
HOMO = -0.3189 hartree
LUMO level = 0.340 eV

***

Energy relative to the best compared isomer or geometry (same formula, charge and spin), record by record: 7.82 123.34 0.00 49.83 7.06 112.84 kcal/mol